Entry 1:
Entry from the Open Molecules 2025 dataset: C4HN3O3 in the gas phase at a distorted geometry (ωB97M-V/def2-TZVPD).

Structure (XYZ):
```
11
Properties=species:S:1:pos:R:3
O 0.663 0.556 0.671
O 0.807 3.761 1.699
O 1.521 1.981 2.710
N 0.917 2.561 1.828
N -3.314 3.102 -0.717
N -1.139 0.160 -0.652
C 0.226 1.747 0.896
C -1.616 1.282 -0.475
C -2.539 2.251 -0.611
C -0.010 -0.265 -0.129
H 0.397 -1.237 -0.326
```

Computed properties:
total charge: 0
Kohn-Sham gap (alpha / beta): 6.89 / 6.89 eV
E_tot: -542.695082 a.u.
spin multiplicity: 1

=====

Entry 2:
Entry from the Open Molecules 2025 dataset: 7 unconnected molecules or ions with the total composition C31H77N3O11Si at a distorted geometry (ωB97M-V/def2-TZVPD).

Structure (XYZ):
```
123
Properties=species:S:1:pos:R:3
Si 1.794 -3.670 1.982
O 1.482 -0.350 7.480
O 2.021 1.000 5.708
O -1.220 5.797 2.836
O 1.722 -6.706 -1.429
O 1.406 2.962 4.604
O -5.138 6.498 1.113
O -2.331 9.912 -0.935
O -1.265 0.090 2.255
O 2.525 -2.709 3.262
O 3.200 -6.804 -9.219
O 4.142 -7.430 -5.198
N -3.571 3.272 5.317
N -1.269 3.944 5.739
N -2.352 2.020 7.012
C 1.251 -7.837 -3.497
C 4.697 -8.559 -5.867
C 3.110 -4.882 1.197
C 2.741 -4.514 -9.787
C 1.222 -6.377 -10.518
C 2.658 -5.965 -10.235
C 2.252 -1.672 5.600
C 5.463 -9.411 -4.868
C 1.003 1.733 4.936
C -0.553 7.733 1.578
C -0.373 0.893 4.593
C 1.063 -9.013 -1.286
C -2.179 2.701 5.659
C 1.394 -0.335 5.982
C -1.797 1.688 4.429
C -0.054 0.417 3.022
C -1.641 7.095 2.425
C -3.089 12.168 -1.275
C -6.289 5.087 -0.456
C 5.598 -8.083 -6.995
C -0.227 -0.276 5.762
C -1.953 7.935 3.653
C 1.607 -2.633 4.447
C -1.756 -1.269 2.529
C -1.951 11.178 -1.467
C -5.150 7.204 -1.185
C 1.116 -2.611 0.492
C 0.325 -4.780 2.570
C -5.926 6.513 -0.075
C -0.682 11.654 -0.778
C 0.890 -7.697 -2.027
H -4.043 2.603 4.644
H 2.346 -3.841 -10.554
H 1.685 -2.941 -0.495
H 0.206 -5.659 1.784
H 0.787 -0.401 2.957
H -2.595 0.998 6.852
H -4.885 8.225 -0.892
H 1.177 -7.426 -10.828
H 0.574 -2.293 4.018
H -1.242 4.425 4.792
H 1.134 -6.879 -4.015
H 1.302 -1.462 0.611
H 2.298 -8.135 -3.617
H -6.908 5.065 -1.358
H -5.736 7.245 -2.109
H -3.179 2.495 7.481
H 3.266 -6.106 -11.136
H -1.465 -2.059 1.712
H -1.491 -1.691 3.588
H -0.414 5.898 3.369
H 4.875 -6.911 -4.827
H -1.838 2.345 3.434
H -3.329 12.288 -0.213
H 0.534 -5.270 3.616
H -2.549 6.970 1.825
H 5.036 -7.461 -7.700
H 4.804 -9.736 -4.055
H 0.381 7.827 2.144
H -1.780 4.592 6.384
H 6.275 -8.839 -4.406
H 0.812 -8.894 -0.226
H 3.778 -4.235 -9.576
H -0.754 -1.309 5.603
H 0.617 -8.581 -3.990
H -0.655 -4.122 2.546
H -3.451 4.156 4.736
H 1.580 -3.740 4.891
H -1.760 11.040 -2.537
H -5.389 4.488 -0.636
H -4.210 6.680 -1.390
H -2.503 10.025 0.015
H -4.000 11.807 -1.766
H -0.853 8.728 1.232
H 2.645 -7.001 -1.508
H -6.838 7.079 0.144
H 3.863 -9.137 -6.281
H 2.446 -0.359 7.761
H 3.809 -5.378 1.999
H 3.298 -1.288 5.171
H -2.644 0.861 4.352
H -0.836 11.756 0.302
H 0.782 -5.759 -11.307
H -2.948 -1.204 2.497
H -0.030 -2.859 0.281
H -6.836 4.598 0.357
H 0.605 -6.286 -9.617
H -2.834 13.148 -1.689
H 2.177 -4.358 -8.861
H 3.738 -4.258 0.397
H 2.666 -6.685 -8.416
H 0.424 -9.793 -1.712
H 6.416 -7.464 -6.609
H 2.104 -9.353 -1.328
H -4.326 5.998 0.928
H 2.496 -5.668 0.552
H -2.295 8.936 3.370
H -2.729 7.457 4.260
H 0.125 10.926 -0.914
H -0.330 7.111 0.704
H 0.410 1.390 2.507
H 2.550 -2.349 6.537
H -0.609 0.045 6.832
H -0.146 -7.354 -1.933
H -1.069 8.036 4.293
H 6.028 -8.929 -7.541
H 5.889 -10.297 -5.349
H -0.354 12.619 -1.177
```

Computed properties:
SMILES string: COC[C@@]1(CC(N)(N)N)C[C@@](O)(CCO[Si](C)(C)C)OC1=O.CC(C)O.CC(C)O.CC(C)O.CC(C)O.CC(C)O.CC(C)O
total charge: 0
Kohn-Sham gap: 9.47 eV
E_tot: -2508.526560 a.u.
spin multiplicity: 1

=====

Entry 3:
Entry from the Open Molecules 2025 dataset: 9 unconnected molecules or ions with the total composition C17H52O9 at a distorted geometry (ωB97M-V/def2-TZVPD).

Structure (XYZ):
```
78
Properties=species:S:1:pos:R:3
O 14.365 55.856 -3.282
O 11.480 59.772 -1.603
O 20.279 65.057 -2.552
O 18.862 58.500 0.066
O 16.126 55.472 -5.386
O 12.905 64.733 -1.711
O 13.988 64.277 -6.152
O 16.403 59.395 0.559
O 14.368 59.966 -1.297
C 15.785 56.515 -6.209
C 16.371 60.088 -2.513
C 15.010 64.404 -0.679
C 19.609 62.858 -2.091
C 14.725 62.125 -5.639
C 15.639 59.332 1.728
C 13.877 56.326 -1.029
C 14.802 59.780 -2.543
C 16.354 57.883 -5.528
C 19.280 64.152 -2.820
C 14.975 55.916 -2.003
C 15.110 63.518 -6.186
C 13.943 63.940 -1.680
C 10.331 60.259 -0.911
C 20.422 56.998 1.016
C 19.819 58.352 1.148
C 16.247 58.486 2.790
H 13.950 61.671 -6.112
H 17.355 58.052 -5.345
H 16.303 56.289 -7.196
H 16.103 58.830 -6.073
H 15.648 63.796 -0.076
H 15.352 61.271 -5.606
H 15.235 54.817 -2.028
H 14.467 59.031 1.638
H 13.444 59.996 -1.444
H 14.341 63.622 -2.743
H 10.275 61.414 -0.937
H 16.310 61.145 -2.176
H 15.838 59.753 -0.090
H 17.980 58.648 0.217
H 20.772 59.123 1.341
H 15.402 63.670 -7.157
H 19.241 64.119 -3.994
H 12.465 64.648 -2.502
H 19.033 58.361 1.930
H 21.313 56.906 0.632
H 13.492 57.259 -1.341
H 10.370 59.837 0.255
H 14.221 60.454 -3.031
H 20.634 56.633 1.971
H 19.495 63.109 -0.924
H 18.771 62.150 -2.430
H 14.782 56.452 -6.437
H 16.974 59.981 -3.427
H 14.562 62.166 -4.599
H 14.194 56.508 0.023
H 20.690 62.417 -2.157
H 15.600 65.144 -1.155
H 14.634 58.944 -2.811
H 15.855 56.587 -2.202
H 14.977 55.805 -3.869
H 17.222 58.936 2.804
H 20.174 65.780 -3.209
H 14.131 65.013 -6.626
H 13.433 62.940 -1.455
H 18.341 64.399 -2.492
H 16.761 59.527 -1.764
H 14.765 65.101 0.060
H 13.221 55.365 -1.034
H 11.287 59.270 -2.267
H 19.703 56.125 0.649
H 15.817 64.070 -5.588
H 16.253 54.791 -6.100
H 15.598 60.419 2.063
H 16.141 57.460 2.571
H 15.706 58.486 3.730
H 15.845 57.978 -4.624
H 9.354 60.015 -1.379
```

Computed properties:
SMILES string: CCO.CCO.CCO.CCO.CCO.CCO.CCO.CCO.CO
total charge: 0
Kohn-Sham gap: 9.77 eV
E_tot: -1355.570632 a.u.
spin multiplicity: 1

=====

Entry 4:
Entry from the Open Molecules 2025 dataset: a molecular structure, C49H42InN5O3P2 at a distorted geometry (ωB97M-V/def2-TZVPD).

Structure (XYZ):
```
102
Properties=species:S:1:pos:R:3
In 14.822 9.686 15.432
P 13.416 9.395 11.858
P 11.523 8.545 14.291
O 17.928 13.994 14.143
O 15.784 5.489 14.505
O 16.094 9.904 19.512
N 15.774 7.711 15.534
N 14.801 9.427 17.770
N 16.371 11.363 16.230
N 16.046 12.810 13.633
N 12.218 8.432 12.551
C 11.711 10.687 16.052
C 15.957 8.310 12.158
C 17.339 12.201 15.708
C 10.457 6.949 19.407
C 7.759 6.941 14.256
C 16.780 10.912 17.483
C 12.399 7.339 17.989
C 12.665 15.595 11.019
C 11.636 11.345 13.720
C 11.979 10.176 7.561
C 17.009 12.969 14.459
C 9.111 7.195 14.562
C 7.099 7.834 13.412
C 11.110 6.812 18.177
C 7.755 8.932 12.876
C 11.783 12.666 14.150
C 9.777 8.255 13.942
C 15.721 6.317 10.311
C 11.969 13.034 15.465
C 14.882 15.806 11.854
C 11.640 10.313 14.682
C 15.736 6.597 14.980
C 18.611 12.425 16.207
C 11.443 9.690 9.813
C 13.307 10.029 7.902
C 12.834 14.229 11.041
C 11.030 10.053 8.559
C 14.791 8.253 11.365
C 11.922 12.006 16.421
C 18.049 11.054 18.089
C 14.716 7.294 10.362
C 12.827 9.717 10.196
C 11.789 7.301 11.740
C 13.085 7.911 19.075
C 12.509 7.869 20.361
C 15.793 10.146 18.243
C 16.742 6.229 11.261
C 9.055 9.162 13.102
C 16.262 13.750 12.488
C 13.752 9.971 9.218
C 13.983 13.634 11.584
C 16.825 7.261 12.173
C 17.402 14.670 12.926
C 13.707 16.412 11.400
C 11.187 7.508 20.462
C 18.939 11.866 17.407
C 15.055 14.447 11.925
C 15.209 8.886 20.097
C 14.519 8.349 18.841
H 12.168 14.069 15.694
H 9.609 9.950 12.637
H 11.761 9.988 16.879
H 10.696 6.244 17.322
H 9.461 6.524 19.607
H 9.954 10.144 8.304
H 13.825 7.322 9.686
H 18.193 14.696 12.208
H 14.050 12.569 11.684
H 13.562 17.518 11.332
H 14.036 10.012 7.123
H 10.679 9.420 10.527
H 15.036 7.457 18.475
H 11.722 16.052 10.780
H 16.093 9.100 12.893
H 15.685 5.572 9.527
H 19.254 13.031 15.630
H 7.364 6.041 14.698
H 11.703 13.474 13.454
H 9.519 6.568 15.345
H 17.619 7.262 12.946
H 10.785 7.605 21.464
H 19.952 12.001 17.895
H 12.001 12.258 17.487
H 18.258 10.687 19.080
H 17.189 15.735 13.161
H 7.222 9.687 12.283
H 12.000 13.575 10.747
H 6.031 7.721 13.178
H 11.675 10.323 6.512
H 17.436 5.416 11.303
H 14.780 10.100 9.553
H 16.634 13.084 11.672
H 13.048 8.119 21.261
H 12.526 7.015 11.010
H 14.580 9.382 20.801
H 12.937 7.154 17.040
H 10.818 7.499 11.241
H 15.810 8.154 20.662
H 11.543 6.483 12.419
H 15.689 16.457 12.140
H 11.379 11.059 12.691
```

Computed properties:
total charge: +2
Kohn-Sham gap: 4.29 eV
E_tot: -3264.132360 a.u.
spin multiplicity: 1

=====

Entry 5:
Entry from the Open Molecules 2025 dataset: C6H14N2O in the gas phase at a distorted geometry (ωB97M-V/def2-TZVPD).

Structure (XYZ):
```
23
Properties=species:S:1:pos:R:3
O 0.286 1.215 -1.849
N 0.961 -1.255 -1.275
N -0.987 1.054 0.275
C 0.262 -0.820 1.059
C 1.293 2.020 0.135
C 0.096 -2.246 1.474
C 0.805 -0.432 -0.136
C -2.136 0.449 -0.379
C 0.350 0.981 -0.469
H -2.413 0.930 -1.326
H 1.673 -0.900 -1.902
H 0.227 -0.122 1.888
H 0.803 2.992 0.151
H -0.175 0.452 -2.241
H -0.001 -2.921 0.610
H 1.574 1.732 1.149
H -3.000 0.526 0.282
H -1.206 2.027 0.510
H -0.775 -2.361 2.116
H 1.111 -2.234 -1.061
H 2.192 2.080 -0.482
H -1.909 -0.597 -0.574
H 0.969 -2.570 2.047
```

Computed properties:
SMILES string: C/C=C(\N)[C@@](C)(O)NC
total charge: 0
Kohn-Sham gap: 8.29 eV
E_tot: -421.707098 a.u.
spin multiplicity: 1

=====

Q: Number 4 is which compound?
A: C49H42InN5O3P2